{"formula": "C24H28ClN3O4S", "method": "wB97M-V/def2-TZVPD", "spin_multiplicity": 1, "max_force_ev_per_a": 0.8, "smiles": "COCCn1c(-c2ccc(Cl)cc2)cnc1SCC(=O)NCCc1ccc(OC)c(OC)c1", "e_homo_ev": -7.823, "relative_energy_kj_mol": 176.4, "homo_lumo_gap_ev": 8.417, "species": ["C", "O", "C", "C", "N", "C", "C", "C", "C", "C", "Cl", "C", "C", "C", "N", "C", "S", "C", "C", "O", "N", "C", "C", "C", "C", "C", "C", "O", "C", "C", "O", "C", "C", "H", "H", "H", "H", "H", "H", "H", "H", "H", "H", "H", "H", "H", "H", "H", "H", "H", "H", "H", "H", "H", "H", "H", "H", "H", "H", "H", "H"], "xyz": [[3.8435, -1.1446, -2.2924], [3.4966, 0.1411, -1.8386], [3.5473, 0.3104, -0.4443], [2.2904, -0.2101, 0.2793], [1.1282, 0.5233, -0.1415], [0.3019, 0.2835, -1.2207], [0.3303, -0.8945, -2.0709], [0.2254, -0.7296, -3.4523], [0.2466, -1.8182, -4.3011], [0.3728, -3.0933, -3.7713], [0.4165, -4.4620, -4.8284], [0.4611, -3.2822, -2.4018], [0.4365, -2.1865, -1.5583], [-0.5077, 1.3872, -1.3141], [-0.2013, 2.2883, -0.3463], [0.7903, 1.7490, 0.3261], [1.6478, 2.4796, 1.6559], [0.7742, 4.0709, 1.7942], [-0.5736, 3.8907, 2.4843], [-0.6935, 3.9561, 3.6919], [-1.5818, 3.6760, 1.6263], [-2.9215, 3.3795, 2.0831], [-3.5272, 2.2052, 1.3211], [-2.7520, 0.9119, 1.3706], [-3.0803, -0.0870, 0.4695], [-2.4363, -1.3128, 0.4956], [-1.4285, -1.5552, 1.4111], [-0.7394, -2.7377, 1.5120], [-1.3605, -3.8949, 1.0039], [-1.0585, -0.5359, 2.3106], [-0.0350, -0.8366, 3.1581], [0.2705, 0.0737, 4.1900], [-1.7383, 0.6720, 2.2916], [3.1375, -1.9108, -1.9547], [4.8527, -1.4178, -1.9614], [3.8177, -1.0990, -3.3790], [4.4325, -0.1843, -0.0216], [3.6324, 1.3883, -0.2804], [2.1495, -1.2685, 0.0678], [2.4131, -0.0769, 1.3573], [0.1431, 0.2664, -3.8585], [0.1728, -1.6832, -5.3687], [0.5481, -4.2802, -1.9999], [0.4726, -2.3440, -0.4918], [-1.3085, 1.5768, -1.9994], [0.6766, 4.4807, 0.7912], [1.4221, 4.6905, 2.4129], [-1.3396, 3.4136, 0.6699], [-2.8743, 3.1836, 3.1580], [-3.5560, 4.2620, 1.9324], [-3.6418, 2.4917, 0.2719], [-4.5313, 2.0266, 1.7177], [-3.8601, 0.0816, -0.2582], [-2.7276, -2.0753, -0.2091], [-1.3887, -3.9013, -0.0912], [-0.7543, -4.7307, 1.3510], [-2.3795, -4.0003, 1.3886], [0.6284, 1.0311, 3.8001], [-0.5925, 0.2491, 4.8392], [1.0652, -0.3970, 4.7665], [-1.4764, 1.4288, 3.0105]], "forces_ev_per_a": [[0.025, -0.101, -0.012], [-0.136, 0.206, 0.035], [-0.108, -0.027, 0.175], [0.792, -0.047, -0.242], [-0.378, 0.304, 0.020], [-0.503, 0.456, -0.221], [0.068, -0.257, -0.142], [0.040, -0.050, 0.166], [-0.042, -0.159, -0.050], [-0.004, 0.161, 0.133], [0.003, -0.134, -0.110], [0.034, -0.072, -0.119], [-0.075, 0.106, -0.083], [0.315, -0.551, -0.114], [0.446, 0.224, 0.155], [-0.253, 0.297, -0.075], [0.257, 0.199, 0.302], [0.041, -0.423, -0.041], [0.197, 0.257, -0.474], [0.082, -0.036, 0.483], [-0.406, 0.036, -0.146], [-0.185, 0.030, 0.112], [0.103, 0.141, 0.146], [-0.160, -0.160, -0.212], [-0.007, 0.146, 0.157], [0.135, -0.208, 0.086], [0.065, -0.015, 0.135], [0.100, 0.401, 0.118], [-0.079, -0.174, -0.089], [0.050, -0.242, -0.010], [-0.168, -0.211, -0.410], [0.061, 0.249, 0.248], [0.106, -0.118, 0.111], [0.011, -0.004, -0.018], [-0.011, -0.005, -0.022], [0.021, -0.102, -0.001], [-0.015, 0.032, -0.001], [0.027, -0.112, 0.079], [-0.015, 0.079, 0.154], [-0.040, -0.160, -0.044], [0.040, 0.112, -0.047], [-0.003, -0.011, -0.100], [-0.001, -0.095, 0.009], [-0.026, -0.020, 0.142], [-0.181, -0.108, -0.219], [0.017, 0.083, 0.026], [-0.086, -0.032, -0.040], [0.160, 0.078, 0.189], [-0.035, 0.041, -0.111], [-0.001, -0.142, 0.134], [-0.094, -0.010, -0.026], [-0.010, 0.087, -0.078], [-0.098, 0.039, -0.102], [0.008, -0.126, -0.063], [-0.017, 0.003, 0.038], [-0.060, 0.005, -0.056], [0.026, 0.025, -0.023], [-0.082, -0.066, 0.030], [0.005, -0.015, -0.026], [-0.047, 0.042, 0.010], [0.092, 0.153, 0.137]]}